Formula: C4H8NO3
Source: the Open Molecules 2025 dataset
Level of theory: ωB97M-V/def2-TZVPD

```
16
Properties=species:S:1:pos:R:3:forces:R:3:lowdin_charge:R:1
O -2.889476 0.400906 0.471784 -0.0876 0.1748 0.0781 -0.08
O -1.850147 -1.202918 -0.757858 -0.0877 0.3319 0.2010 -0.08
O 3.424584 0.361153 0.329140 -2.1070 -2.8062 0.4574 -0.24
N -0.653542 0.114641 0.642614 -0.2814 0.1779 0.9678 0.04
C 1.727855 0.365578 0.818561 -0.5410 2.1898 0.8848 -0.11
C 0.568220 -0.278289 0.032772 0.5631 0.8807 -2.0745 -0.39
C 0.732646 0.292443 -1.411119 0.8307 0.1425 0.6049 -0.06
C -1.916348 -0.252058 0.062249 0.0405 -0.8987 -0.4443 -0.80
H 1.028153 1.348366 -1.289727 -0.5193 -0.1525 -0.3942 0.07
H 1.601111 -0.181086 -1.865829 0.1120 -0.1427 -0.2054 0.07
H 2.630942 -0.423143 0.528134 3.6574 -0.5660 -1.1536 0.05
H 1.990895 1.384058 0.569524 -1.8731 0.4332 0.4813 0.10
H 0.567323 -1.369307 -0.090282 0.2709 0.0843 0.5259 0.14
H -0.127996 0.140253 -2.047901 -0.2615 0.0296 0.1684 0.07
H -0.732094 0.963441 1.179359 0.3284 0.1263 -0.1699 0.11
H 1.734005 0.177720 1.889144 -0.0445 -0.0049 0.0723 0.11
```
Forces are in eV/Å.

**HOMO energy**: -4.46 eV
**LUMO level**: 0.1246 hartree
**Frontier orbital gap**: 7.9 eV
**Energy above the lowest of the compared OMol25 structures with the same formula, charge and spin**: 489.6 kJ/mol
**Charge**: -1
**Strongest force on any atom**: 3.88 eV/A